A molecular structure, C32H70F12Mg3O26S4, computed with ωB97M-V/def2-TZVPD.

The geometry in ORCA input format:
```
! wB97M-V def2-TZVPD RIJCOSX def2/J DEFGRID3
* xyz 2 1
S 0.86466 1.63665 0.61302
S 0.95656 2.25505 -4.58096
S -2.38546 4.15601 4.29143
S 1.52043 5.55880 -0.91980
Mg 2.94194 2.83382 -1.90239
Mg 3.33568 2.19944 2.78108
Mg -0.71734 4.38495 1.40402
F -0.77213 0.88389 -3.16300
F -2.02023 1.57387 4.27298
F -0.87984 0.53469 -5.30317
F 0.75237 -0.31542 -4.15637
F -0.55265 2.70256 5.45247
F -2.57700 2.43710 6.21730
F 1.43276 7.01396 -3.08719
F -0.69956 -0.15423 1.60003
F 0.16296 7.65138 -1.43093
F 0.87290 -0.92162 0.28963
F -0.89696 0.10913 -0.50260
F -0.39539 5.93397 -2.62359
O 0.45735 4.91007 -0.13872
O 0.01818 3.31996 -4.76545
O 1.77671 1.41065 1.78217
O 3.85540 1.03122 -2.17084
O -2.40365 4.34742 0.26294
O 6.89866 -2.83326 2.26273
O 4.35254 3.41453 -3.28299
O -1.58727 4.08830 3.02140
O -3.14702 -4.95456 -2.63951
O 1.54334 1.96845 -0.60955
O 1.81818 1.91398 -5.67448
O -4.77381 -1.13939 -4.10062
O -5.50481 3.77418 -0.37560
O -3.29459 -2.59880 4.57553
O 4.59615 0.60009 2.37841
O 2.89117 1.14562 4.44633
O 1.70621 2.37597 -3.31362
O 4.16674 -3.01386 1.92975
O 2.17217 4.53926 -1.76320
O -3.77898 3.98992 4.03505
O -0.34228 -3.97479 -2.38077
O 2.44834 6.36206 -0.19464
O -5.04942 -1.69328 -0.75409
O -0.17746 2.58900 0.93131
O -1.95359 5.21290 5.14120
O -3.46585 -3.83520 2.00081
C 3.98595 4.36309 -4.30837
C -2.05928 -5.57925 -3.30403
C -2.65383 -2.15536 5.74244
C -2.47029 3.74343 -1.04181
C 8.03900 -3.24832 3.01972
C -0.85792 -3.37852 -1.24009
C 6.03423 0.40226 2.35246
C -0.02565 0.01882 0.47951
C -2.69493 -2.06820 3.42040
C -4.74924 3.84916 0.82784
C -3.62543 -1.47711 -4.83041
C -4.34377 -5.19230 -3.31624
C -4.19839 -4.25634 0.85964
C -0.71052 -5.30359 -2.67042
C -3.69817 4.90037 0.66163
C -6.12997 2.52236 -0.55979
C 6.31997 -3.88768 1.52370
C 5.12351 1.17669 -2.81447
C 5.02833 2.27805 -3.82548
C -4.08564 -1.57778 -1.77781
C 0.62506 6.62308 -2.13310
C 2.41496 1.57978 5.76738
C -4.46977 -0.55871 -2.86319
C 3.54429 -0.31741 -1.81669
C 3.70486 -0.05628 4.49851
C 3.90303 -0.46227 3.07674
C -0.05019 0.74292 -4.30115
C 2.91710 -2.61184 1.43255
C -3.50764 -2.46081 2.21237
C 5.08528 -3.33715 0.88832
C -6.22556 -2.35756 -1.10699
C -1.87231 2.61139 5.10869
H 4.41828 -1.42775 2.97380
H 5.48265 0.27089 -3.30548
H 3.33796 3.90314 -5.05129
H 2.31186 -3.42275 1.00024
H -5.14578 -4.62964 -2.83960
H 6.23211 -0.45850 1.71612
H 7.71588 -3.75871 3.92670
H -3.92725 -5.29936 0.68508
H 6.04137 2.48763 -4.18514
H -3.77658 -2.51916 -2.24715
H 7.02533 -4.16256 0.73028
H -1.59899 -2.47901 5.73547
H -5.26116 -4.24062 1.11310
H -2.72591 -1.06379 5.81182
H -0.62008 -5.95111 -1.78877
H -3.95593 5.67201 -0.06423
H -3.09665 -2.63987 6.60795
H 2.73211 -0.31407 -1.10721
H 2.28117 -2.26872 2.25191
H 4.66648 0.18615 4.96174
H 6.45682 0.31886 3.35071
H -0.97885 -2.30964 -1.43193
H -2.86571 -2.03416 -4.26457
H -3.90521 -3.71083 -0.03496
H -1.64854 -2.41760 3.40846
H -4.27914 -4.86144 -4.35950
H 4.88977 4.75354 -4.78343
H 3.07908 1.21852 6.55239
H -3.94291 -2.05724 -5.69376
H 5.88875 1.37624 -2.05067
H -3.08190 -1.91035 1.35263
H 3.25254 -0.84206 5.10268
H -5.38664 -0.07479 -2.50815
H -0.24640 -3.55128 -0.33577
H -2.70496 -0.96785 3.49516
H -1.55403 3.16377 -1.14269
H -3.74853 0.26818 -2.94163
H 6.49461 1.26658 1.87183
H -3.12012 -0.57314 -5.20099
H -3.25903 2.98951 -1.07701
H -6.05280 -3.42562 -1.30690
H 3.07409 -1.84854 0.66243
H -1.84465 -3.66557 -0.85133
H 2.97225 -0.70580 2.57119
H -6.82623 2.28452 0.24752
H -6.55451 2.49842 -1.55827
H 5.37156 -2.39491 0.39433
H 1.46159 1.08202 5.91472
H -4.52851 -2.10105 2.40447
H -4.65108 -6.24515 -3.26764
H 8.61921 -2.34090 3.16609
H -3.52384 5.40058 1.61485
H 4.41449 -0.77555 -1.32120
H 3.38438 -0.94401 -2.69460
H -2.62147 4.46216 -1.84103
H -6.78478 -1.93745 -1.95023
H 8.68739 -3.92490 2.45032
H 3.53993 5.21548 -3.80829
H -2.27253 -6.65193 -3.21249
H -2.09673 -5.28382 -4.35957
H -4.26854 2.87808 1.02139
H 4.62615 -4.03068 0.18051
H 4.43775 1.96111 -4.69394
H 6.08085 -4.72075 2.19030
H -6.90876 -2.35983 -0.25474
H 0.03197 -5.61174 -3.40758
H -5.44712 4.06011 1.64104
H -5.36775 1.71673 -0.55983
H 2.35155 2.66100 5.81157
H -3.24339 -1.13037 -1.23466
*
```

## Properties
- Kohn-Sham gap (eV) = 3.6
- HOMO level (eV) = -12.38

=====

A molecular structure, C32H71Cl6CuN3O20P4S, computed with ωB97M-V/def2-TZVPD.

The geometry in ORCA input format:
```
! wB97M-V def2-TZVPD RIJCOSX def2/J DEFGRID3
* xyz 0 2
Cu -0.14849 0.25252 0.38445
Cl -5.59540 -3.46639 -0.58782
Cl -6.23723 1.62785 -2.53908
Cl -4.86228 4.17183 -2.23406
Cl -6.20700 -2.38721 2.02552
Cl -7.95068 -1.77107 -0.31806
Cl -5.89144 2.72616 0.13357
S -2.42568 0.07465 -0.83812
P 1.54673 -1.03641 -2.96629
P 1.11286 3.18647 -0.16810
P -1.95754 0.17748 3.73893
P 2.60110 -1.35846 1.02298
O 0.87079 3.18821 -1.74043
O -1.52312 -0.88529 4.86317
O 2.33492 0.22423 -3.60618
O 2.61474 3.62207 -0.10913
O 0.65511 -1.54196 -4.15667
O -3.71113 -0.04143 -0.21939
O -1.63451 1.28867 -0.26991
O -1.10486 0.05276 2.51978
O -2.53766 0.31398 -2.25908
O 1.15601 -1.16324 1.06947
O 0.25667 4.41518 0.44225
O -1.90535 1.61295 4.50444
O 3.07535 -2.87612 0.72953
O 0.93362 -0.82899 -1.65384
O -1.44310 -0.98305 -0.54314
O -3.49262 -0.02334 3.52642
O 3.49398 -1.11442 2.34119
O 3.36353 -0.45177 -0.03861
O 0.90786 1.90567 0.63726
O 2.69503 -2.09639 -2.86255
N -3.01109 2.32506 -5.21713
N 0.01001 -4.42152 -1.80149
N -0.70827 -5.32366 2.65095
C 4.97949 -2.81091 -3.51229
C -4.14264 0.93173 2.60236
C -0.50085 -0.85248 -4.61478
C 3.33079 1.05521 -3.03467
C 5.69226 0.29013 -0.19582
C 3.39791 3.20907 2.17415
C -4.82673 2.10166 3.33649
C -1.52964 -2.31091 6.74173
C -0.16107 3.46787 -3.89359
C -5.17140 2.63633 -1.49512
C -4.58156 0.26910 -5.23194
C -1.51418 5.45132 1.66079
C -2.05959 -3.33035 1.63108
C 4.71436 -0.90564 -0.37780
C -1.31469 -4.44324 2.24356
C -1.19583 4.23239 0.81557
C -6.29134 -2.10076 0.32384
C 3.55899 2.90377 0.69968
C -2.36546 -3.73041 -2.62170
C 0.06436 2.36919 5.83302
C -0.74886 2.51190 4.55596
C -0.34787 -0.66711 -6.09984
C 2.19402 -3.89617 0.08190
C -0.99979 -4.13117 -2.24365
C -2.04652 -1.03002 6.15567
C -3.64708 1.38777 -5.17851
C 3.17834 2.47348 -3.62673
C 3.48798 -2.12808 3.36389
C 2.71624 -5.12577 0.72789
C 3.52440 -2.44398 -4.01292
C 4.85964 -2.85763 3.27132
C -0.34606 3.53724 -2.35620
H -2.26382 -3.41821 0.53631
H 1.21596 -3.61345 0.32904
H 2.89641 2.40109 -4.68126
H 3.29390 -1.70085 4.31436
H 3.77311 -5.36522 0.43634
H 0.70655 -0.44368 -6.26949
H 4.29834 0.65990 -3.30651
H -1.45442 -1.47873 -4.50542
H -2.93709 -4.14644 -1.85135
H 4.91724 -3.33995 -2.50342
H 2.37282 3.09686 2.54043
H -0.68488 4.56620 -2.20369
H 2.27264 2.96766 -3.39284
H -0.71411 0.00672 -4.03185
H -4.92834 0.32847 2.09049
H 3.05421 -3.30628 -4.49772
H 5.64111 -1.99692 -3.31838
H 2.59061 -5.02974 1.79899
H -4.59307 -0.24463 -4.28059
H -1.00465 0.16843 -6.50083
H -1.86781 -3.18108 6.17355
H -1.26463 6.34218 1.10271
H -5.56067 0.64808 -5.48414
H 3.29531 1.14399 -1.92173
H 2.11733 -5.96249 0.43553
H -1.26699 3.45824 4.71889
H 5.66739 -2.17628 3.27002
H 0.71897 3.26859 5.83569
H -3.39553 1.21557 1.85993
H -1.13968 3.27757 1.37259
H 4.48707 3.24667 0.26901
H -2.53350 -2.68074 -2.66849
H 5.02126 -3.62392 4.04336
H -0.83344 5.35683 2.57857
H -1.16065 2.84647 -2.08244
H 3.75571 4.13269 2.55455
H -0.44344 -2.40681 6.81430
H 4.82606 -3.35218 2.32393
H 3.62568 -1.63944 -4.69663
H -4.14557 2.63543 3.94217
H -1.48477 -2.44941 1.62260
H -0.54959 2.42451 6.72294
H -2.98971 -3.14727 2.20785
H 0.63605 1.45446 5.82482
H -2.72019 -4.19574 -3.57221
H -5.61077 1.75576 3.99598
H 0.71975 3.93753 -4.27738
H 5.92468 0.32517 0.84336
H 3.92425 2.44058 2.71733
H -5.20214 2.79078 2.60802
H -1.85311 4.11405 -0.06699
H 5.37366 1.18797 -0.72379
H 4.98085 -1.69443 0.34859
H 5.44665 -3.51932 -4.16372
H 4.02895 3.17467 -3.60615
H -2.54592 5.35377 2.03738
H -0.12429 2.40675 -4.12355
H -0.99244 3.91112 -4.44767
H -1.80178 -0.16581 6.76151
H -4.29800 2.01423 -1.49850
H -2.01271 -2.48341 7.74012
H -4.27079 -0.34620 -6.06132
H 4.65798 -1.28663 -1.45415
H 3.34482 1.84418 0.48156
H -0.63787 -1.51310 -6.72320
H 6.61319 0.06160 -0.73209
H -5.71673 -1.18159 0.18466
H -3.16942 -1.08965 6.18828
H -0.16388 2.42438 3.62494
H 2.63468 -2.83500 3.23622
H 2.31471 -3.83307 -1.02360
*
```

## Properties
- Kohn-Sham gap (alpha / beta) (eV) = 9.5 / 9.1
- HOMO level (alpha / beta) (eV) = -9.05 / -9.00

=====

4 unconnected molecules or ions with the total composition C32H72N4O10P2, computed with ωB97M-V/def2-TZVPD.

The geometry in ORCA input format:
```
! wB97M-V def2-TZVPD RIJCOSX def2/J DEFGRID3
* xyz 0 1
P -0.37104 -4.62384 -0.50408
P -4.14440 -1.29154 1.06662
O 2.42259 -11.36738 3.87037
O -1.39352 -1.88926 0.78271
O -0.99776 -4.82754 -2.08939
O -4.14646 5.30486 -2.35243
O -1.68622 0.41333 -0.78336
O 0.97674 7.00993 -0.00097
O 4.97392 6.53882 -2.11289
O 1.07849 -7.06445 3.30012
O -0.79186 2.20218 -1.80657
O -7.31424 8.04659 -0.59449
N 2.80893 4.73063 -1.12194
N 3.67428 -8.79129 3.01483
N -4.70197 6.56964 0.29794
N 1.30442 -2.83719 -1.69604
C 3.30902 -1.80782 -0.38392
C 3.53593 -7.34236 3.15805
C -6.93777 7.52734 -1.86102
C 5.67097 -0.90091 -1.07189
C 6.74892 -1.28748 -1.48239
C 2.32447 -6.82163 3.94018
C -3.20285 6.27242 -2.78419
C 2.19711 -11.86550 2.56176
C 0.95698 -5.91255 -0.14339
C -0.43076 -0.36045 -0.82244
C 3.11275 5.03749 -2.51873
C -7.19347 7.13050 0.48568
C -3.44277 0.20713 1.96270
C -5.79615 7.09334 1.11521
C 5.82425 6.38354 -0.98877
C -3.82218 4.73223 -1.08634
C 3.78105 -10.99822 4.10440
C -4.84379 5.15334 -0.03527
C -0.81399 -1.86433 -0.54412
C 0.41371 -2.86868 -0.51692
C 3.89887 -9.48794 4.28086
C -2.70225 -2.49961 0.81237
C 0.50535 -8.33422 3.57780
C 1.37564 4.70672 -0.82380
C 4.60313 5.29772 -2.71205
C -2.61236 1.25595 -3.09678
C -1.64244 1.32776 -1.85670
C -4.81988 -0.86206 -0.63617
C 2.08631 7.81285 -0.37360
C 2.37557 -1.82800 -1.66550
C 4.25726 -0.50523 -0.53711
C 0.60523 6.02487 -0.95690
H 5.29015 5.92123 -0.15332
H -3.87964 3.64538 -1.20962
H 0.90422 -2.77857 0.49647
H -2.18867 5.86074 -2.78250
H -4.66176 7.10600 -0.56096
H 0.01165 -0.18571 -1.85235
H -5.84295 6.52541 2.05043
H 1.82057 -5.35651 0.34687
H 7.54240 -1.67161 -2.16841
H -3.24145 7.16659 -2.15506
H -2.61203 0.23811 -3.58131
H 0.89578 3.94989 -1.45131
H 2.87739 -12.69146 2.33256
H 0.81154 -9.05896 2.81993
H 4.45046 -11.36261 3.31895
H 2.31009 -11.07362 1.81522
H -1.52558 -2.18455 -1.35811
H 3.76858 0.28630 -1.18033
H -5.52553 8.11964 1.38597
H 3.06301 -2.05917 -2.54667
H 0.49258 -6.65579 0.56316
H 3.48151 -6.92814 2.14500
H -0.57904 -8.23436 3.51041
H -3.63906 1.55486 -2.71266
H -4.31324 0.00731 -1.14103
H -1.90028 -4.45002 -2.03200
H -2.31471 1.99843 -3.89395
H 1.70325 -3.78203 -1.77910
H -3.53978 1.11194 1.30062
H 4.80150 5.39477 -3.78428
H 2.81026 4.19348 -3.14640
H 4.44939 -6.94227 3.61058
H -7.88492 7.48849 1.25397
H 0.75974 -8.69537 4.57617
H 2.03076 -0.76249 -1.84746
H -5.88462 7.74067 -2.05712
H 4.08116 -11.48053 5.04005
H 1.28216 -6.39450 -1.11036
H 2.57319 5.93000 -2.85593
H -3.45858 6.56066 -3.80506
H 4.36828 -0.03273 0.48923
H 2.15064 7.95659 -1.45424
H 2.30497 -7.17467 4.97761
H -2.36698 -0.00185 2.26487
H 6.15513 7.37535 -0.67676
H -7.13224 6.45608 -1.94503
H -2.80183 4.97197 -0.77162
H 4.00156 -2.68761 -0.28156
H -0.44797 5.80489 -0.75842
H 2.82807 -9.15093 2.58860
H 6.70582 5.78640 -1.24176
H 4.89939 -9.24579 4.65220
H -7.52078 8.04675 -2.62306
H -4.69774 4.55439 0.86910
H -4.73375 -1.80236 -1.27311
H 5.20622 4.46266 -2.34186
H 3.01177 7.37673 0.00920
H -7.55521 6.13685 0.19635
H -5.92636 -0.66734 -0.53123
H 1.17235 -12.23701 2.51438
H 3.24542 5.42860 -0.53077
H 2.71997 -1.61295 0.56717
H 0.22827 0.07203 -0.00804
H -5.84112 4.93749 -0.43591
H -2.71255 -3.17182 1.73162
H 1.27361 4.36410 0.21167
H 2.41934 -5.73319 3.99657
H 3.16636 -9.18374 5.03717
H 0.63946 6.43575 -1.97319
H -4.02635 0.32961 2.92823
H -2.93509 -3.17425 -0.05984
H 1.96808 8.78875 0.09991
*
```

## Properties
- Kohn-Sham gap (eV) = 8.2
- HOMO level (eV) = -7.75